This record from the Open Molecules 2025 dataset describes 2 unconnected molecules or ions with the total composition C2H4NO2S in a non-equilibrium geometry. The level of theory is ωB97M-V with the def2-TZVPD basis set.

Element x y z (Å)
C -1.803 -1.444 -1.298
C 0.194 0.468 1.018
N -2.847 -1.082 -1.592
O 0.265 -2.263 0.889
O 1.098 -0.973 -1.003
S 1.258 -1.160 0.539
H -0.921 0.150 0.998
H 0.410 0.908 0.032
H 0.485 1.146 1.842
H -1.021 -1.943 -0.817

Cartesian forces (eV/Å) of the 6 atoms listed first:
C -1.4 -0.2 0.2
C -0.5 -1.0 -1.3
N -0.3 0.5 -0.6
O 1.0 0.5 0.4
O 1.1 0.0 2.2
S -3.0 0.2 -2.1

Calculated values
Gap between HOMO and LUMO (eV): 7.72
Charge: -1
Relative energy (zero: lowest compared OMol25 entry of this formula, charge and spin) (kJ/mol): 150.00
E (eV): -18559.0081